Record 1
C4H5NO | ωB97M-V/def2-TZVPD

E_tot: -285.26759 Eh
E_LUMO: 0.8 eV

```
11
Properties=species:S:1:pos:R:3:nbo_charge:R:1
C -1.52 0.10 -0.48 -0.66
C -0.09 -0.02 -0.07 0.30
O 0.12 0.83 1.04 -0.29
C 0.87 -0.77 -0.60 -0.49
C 2.42 0.87 1.99 0.23
N 1.34 0.82 1.51 -0.24
H -2.18 -0.20 0.34 0.23
H -1.71 -0.55 -1.34 0.23
H -1.76 1.13 -0.75 0.23
H 0.63 -1.40 -1.44 0.22
H 1.88 -0.79 -0.22 0.23
```

Record 2
C2H2Cl2N3OP | ωB97M-V/def2-TZVPD

E_tot: -1578.61127 Eh
E_LUMO: -2.4 eV

```
11
Properties=species:S:1:pos:R:3:nbo_charge:R:1
C 1.14 1.19 -0.04 0.19
C 0.96 -0.89 0.18 0.02
N 1.74 0.19 0.50 -0.36
N -0.04 0.85 -0.75 -0.13
N -0.16 -0.43 -0.62 -0.18
O -2.43 -0.58 1.20 -1.04
P -2.49 -0.39 -0.24 1.34
Cl -2.60 1.59 -0.59 -0.34
Cl 1.89 -2.15 -0.78 -0.01
H 1.30 2.21 0.10 0.21
H 0.71 -1.58 1.04 0.30
```

Record 3
C5H4IN3 | ωB97M-V/def2-TZVPD

E_tot: -654.85650 Eh
E_LUMO: 0.3 eV
Structure (SMILES): N#Cc1c(I)c[nH]c1N

```
13
Properties=species:S:1:pos:R:3:nbo_charge:R:1
C 1.16 1.81 0.55 0.27
C -0.42 -0.74 -1.57 -0.13
C 0.47 0.76 -0.04 -0.35
C 0.26 0.43 -1.52 -0.16
C -0.21 -0.29 0.63 0.40
N 1.75 2.69 0.97 -0.33
N -0.77 -1.10 -0.31 -0.52
N -0.30 -0.61 1.95 -0.81
I 1.13 1.33 -3.23 0.18
H -0.84 -1.15 -2.44 0.23
H -1.07 -1.93 0.17 0.41
H -0.21 0.16 2.74 0.43
H -0.95 -1.36 2.11 0.38
```

Which value of E_tot does entry 2 give? -1578.61127 Eh

Which value of E_tot does entry 3 give? -654.85650 Eh

What is the E_LUMO in the second record? -2.4 eV

Look up the E_LUMO of the first one. 0.8 eV